Density functional theory data (the ωB97M-V functional and the def2-TZVPD basis) for 2 unconnected molecules or ions with the total composition C3H8N at a distorted geometry.

Geometry (Å):
C -0.71 -0.51 1.17
C -1.72 -0.07 0.24
C 2.29 0.99 -1.00
N -0.69 -0.74 -0.24
H 0.11 0.14 1.58
H -0.86 -1.42 1.87
H -2.62 -0.70 0.40
H -2.00 0.91 -0.09
H 2.83 1.90 -0.72
H 1.92 0.95 -2.07
H 2.14 0.14 -0.44
H -0.69 -1.61 -0.69

**Net charge**: +1
**Kohn-Sham gap (spin up / spin down)**: 9.229 / 3.657 eV
**LUMO level (spin up / spin down)**: -6.4 / -9.3 eV
**DFT total energy**: -4717.2626 eV
**Relative energy (zero: lowest compared OMol25 entry of this formula, charge and spin)**: 142.2 kcal per mole
**Strongest force on any atom**: 6.3 eV/A
**Highest occupied orbital energy (spin up / spin down)**: -15.614 / -12.982 eV